No. 1
A cluster of 11 separate species, C29H84F6N6O11P in total at a distorted geometry. Source: OMol25; level of theory: ωB97M-V/def2-TZVPD.

Results
- highest occupied orbital energy (eV) = -7.4715
- energy above the lowest of the compared OMol25 structures with the same formula, charge and spin (kcal/mol) = 63.2
- strongest force on any atom (eV Å⁻¹) = 2.5
- total energy (eV) = -88491.805
- E_LUMO (hartree) = 0.065

Structure (ORCA input):
```
! wB97M-V def2-TZVPD RIJCOSX def2/J DEFGRID3
* xyz -1 1
P 0.85650 -1.31881 0.95001
F 0.94178 -1.00067 2.56860
F -0.69198 -1.84704 1.04642
F 0.52071 0.26589 0.66951
F 0.72741 -1.59042 -0.64568
F 2.49468 -1.04601 0.87433
F 1.18451 -2.91506 1.21830
C -1.75146 -6.10702 -0.38526
O -0.67013 -5.80855 -1.18741
H -2.22565 -7.01410 -0.76004
H -1.37055 -6.31253 0.61512
H -2.38336 -5.21964 -0.42240
H -0.23516 -5.02399 -0.84557
C 2.52681 2.67073 -2.91582
O 2.39533 3.90052 -2.31141
H 2.97412 2.76550 -3.90528
H 3.14663 1.94566 -2.38838
H 1.57400 2.23746 -3.22000
H 1.63254 4.35103 -2.68124
C 2.25749 -7.68427 3.87730
O 1.61368 -7.51150 5.17438
H 2.26977 -8.70568 3.49691
H 1.64197 -7.10637 3.18789
H 3.28539 -7.32175 3.86835
H 1.08367 -6.71204 5.21361
C -2.35321 6.11961 -1.91455
C -2.20454 6.43289 -3.35079
C -3.38334 7.28045 -3.84354
O -3.28915 7.52704 -5.23344
C -4.43224 8.12241 -5.88461
N -0.86098 7.02629 -3.57910
H -2.20376 7.05056 -1.36765
H -1.63566 5.48346 -1.39635
H -3.35867 5.73141 -1.75186
H -2.15990 5.51759 -3.94100
H -3.43314 8.27053 -3.39037
H -4.31464 6.77981 -3.57868
H -4.30661 7.78948 -6.91489
H -4.37460 9.21089 -5.88414
H -5.30502 7.67429 -5.40970
H -0.89638 7.91340 -3.09755
H -0.98104 7.38204 -4.51672
C -3.58028 0.80859 -4.62055
C -4.66717 1.34609 -3.69401
C -5.66381 2.26179 -4.41325
O -6.58913 2.74951 -3.52289
C -7.62009 3.61108 -4.10642
N -5.25512 0.15206 -3.09928
H -3.91822 0.68213 -5.64910
H -3.22527 -0.16868 -4.29344
H -2.72536 1.48452 -4.60240
H -4.24765 1.94615 -2.88653
H -6.13500 1.70011 -5.21985
H -5.13216 3.10940 -4.84568
H -7.94139 3.22632 -5.07431
H -7.28421 4.64774 -4.13144
H -8.46470 3.58219 -3.41801
H -6.08782 0.50408 -2.64896
H -4.69531 -0.21278 -2.34191
C 8.53424 -3.38256 -0.10677
C 8.77329 -2.80764 1.26774
C 10.26942 -2.38090 1.52188
O 11.16099 -3.34080 1.17892
C 12.41655 -3.30690 1.85788
N 7.99232 -1.61546 1.46941
H 9.08950 -4.31017 -0.24572
H 8.87111 -2.70707 -0.89311
H 7.49530 -3.68673 -0.23403
H 8.53281 -3.54190 2.03660
H 10.44620 -2.10896 2.56250
H 10.47475 -1.47472 0.95198
H 12.54207 -4.28110 2.33040
H 12.58952 -2.64122 2.70348
H 13.16187 -3.14288 1.07962
H 8.15441 -0.94525 0.73141
H 6.99910 -1.78911 1.41054
C -4.19708 1.81443 3.08133
C -3.76818 3.14867 3.73864
C -4.46210 3.55904 5.09904
O -5.88181 3.64278 5.07641
C -6.50536 3.88325 6.31841
N -2.37404 3.03994 4.01893
H -3.89042 1.63082 2.05160
H -5.28350 1.80858 3.16939
H -3.93874 0.95128 3.69481
H -3.83831 3.99956 3.06104
H -4.10011 4.56554 5.30885
H -4.23865 2.87751 5.91982
H -7.47702 4.32785 6.10322
H -6.04666 4.57472 7.02520
H -6.70169 2.88194 6.70173
H -2.41308 2.45209 4.83931
H -2.01603 2.42726 3.30022
C -3.25362 -5.61335 6.87478
C -2.86084 -4.96747 5.53763
C -3.97691 -3.95470 5.05943
O -4.31009 -2.88844 5.93143
C -5.48239 -2.22056 5.60047
N -1.57703 -4.28694 5.65035
H -2.56452 -6.41731 7.13340
H -4.22875 -6.08964 6.77295
H -3.24198 -4.97024 7.75477
H -2.68135 -5.76759 4.81952
H -4.82681 -4.55684 4.73816
H -3.57497 -3.55274 4.12939
H -5.64071 -2.23638 4.52214
H -5.48417 -1.21215 6.01423
H -6.35635 -2.74666 5.98453
H -1.76072 -3.48848 6.24096
H -1.32276 -3.81169 4.79619
C 3.17939 -4.20676 -4.54769
C 2.03906 -4.36406 -5.58331
C 1.64781 -2.96637 -6.29572
O 2.63794 -2.57334 -7.22822
C 2.63512 -1.19545 -7.60680
N 2.58123 -5.28141 -6.61061
H 2.84891 -3.48737 -3.79844
H 4.06597 -3.76867 -5.00611
H 3.42173 -5.05723 -3.91047
H 1.14284 -4.78145 -5.12431
H 1.53531 -2.29581 -5.44378
H 0.71211 -3.12827 -6.83083
H 1.63331 -1.04034 -8.00733
H 3.38300 -0.99773 -8.37470
H 2.66672 -0.58393 -6.70506
H 3.34748 -4.67109 -6.85651
H 1.91433 -5.02133 -7.32316
C 5.62960 3.73668 3.69617
C 4.35616 3.58463 2.84145
O 4.29044 4.70411 1.91932
O 6.16507 5.05283 3.86318
H 6.43122 3.20464 3.18389
H 5.43439 3.38785 4.71023
H 3.50244 3.62952 3.51763
H 4.37680 2.61960 2.33510
H 3.65571 4.43428 1.25155
H 6.46646 5.09159 4.77382
*
```

Löwdin atomic charge list, values in e, 2 entries: 0.23, -0.20



No. 2
A cluster of 11 separate species, C29H86N16O11 in total at a distorted geometry. Source: OMol25; level of theory: ωB97M-V/def2-TZVPD.

Results
- highest occupied orbital energy (eV) = -7.9953
- SMILES = COC[C@H](C)N.COC[C@H](C)N.COC[C@H](C)N.COC[C@H](C)N.COC[C@H](C)N.COC[C@H](C)N.NC(N)=O.NC(N)=O.NC(N)=O.NC(N)=O.NC(N)=O
- energy above the lowest of the compared OMol25 structures with the same formula, charge and spin (kcal/mol) = 86.6
- strongest force on any atom (eV Å⁻¹) = 2.5
- total energy (eV) = -77831.772
- E_LUMO (hartree) = 0.005

Structure (ORCA input):
```
! wB97M-V def2-TZVPD RIJCOSX def2/J DEFGRID3
* xyz 0 1
C 2.00994 -1.92244 -5.16500
O 1.66631 -0.56655 -4.87263
C 2.73163 0.34934 -5.05196
C 2.22732 1.63832 -4.40447
C 3.05328 2.92055 -4.66976
N 1.86104 1.49949 -2.99368
H 2.52676 -1.94016 -6.12662
H 1.10374 -2.52298 -5.20954
H 2.65045 -2.37680 -4.40668
H 3.63535 -0.04213 -4.56957
H 3.05053 0.54163 -6.08205
H 1.26173 1.88094 -4.86888
H 2.37138 3.74149 -4.90297
H 3.80961 2.73868 -5.43070
H 3.47164 3.37049 -3.76479
H 1.35326 2.34375 -2.75254
H 1.13025 0.79239 -3.02249
C -2.66198 -1.59674 -4.40167
O -3.23332 -2.50644 -3.45185
C -3.61744 -3.72548 -4.03732
C -4.10191 -4.71360 -3.01365
C -3.02318 -5.10467 -1.95217
N -4.54684 -5.90785 -3.73405
H -2.44934 -2.10210 -5.34581
H -1.73642 -1.16716 -4.02273
H -3.38928 -0.82025 -4.64883
H -4.51735 -3.50451 -4.63338
H -2.91511 -4.19006 -4.73853
H -4.95896 -4.35650 -2.43996
H -2.07591 -5.17594 -2.49047
H -3.35267 -6.06697 -1.55696
H -2.86770 -4.52556 -1.04214
H -5.46772 -5.75978 -4.12532
H -3.92871 -6.11195 -4.51060
C -0.15429 -2.59229 2.27789
O 0.78026 -2.93821 3.27021
C 2.13678 -2.63611 2.93720
C 2.97757 -2.86771 4.20907
C 2.77773 -1.70687 5.15430
N 4.37322 -3.10850 3.86673
H 0.18243 -3.12494 1.37632
H -0.25583 -1.51763 2.11789
H -1.12464 -3.08007 2.38047
H 2.39698 -3.13414 1.99605
H 2.12507 -1.56641 2.68119
H 2.46301 -3.66444 4.74902
H 3.41988 -1.83172 6.03474
H 1.77914 -1.78351 5.58162
H 3.13379 -0.72209 4.84371
H 4.52457 -4.04575 3.51532
H 4.69636 -2.50138 3.12258
C 1.58077 -6.70117 -0.36827
O 1.71022 -5.36841 -0.84601
C 1.27585 -4.41364 0.15016
C 1.33946 -3.01927 -0.52354
C 0.89866 -2.88187 -1.98227
N 2.60081 -2.35142 -0.20024
H 2.34526 -6.74694 0.41725
H 1.87790 -7.44942 -1.10146
H 0.58648 -6.94051 0.01345
H 0.29375 -4.62048 0.58905
H 1.92593 -4.57981 1.01766
H 0.50327 -2.53711 0.01004
H 1.16442 -1.89189 -2.36335
H -0.16264 -2.98182 -2.21612
H 1.42216 -3.59568 -2.62049
H 2.72522 -2.46319 0.79976
H 2.37963 -1.36555 -0.33080
C 0.54814 0.84227 7.00561
O 0.85954 1.80368 6.03306
C 0.37628 1.36216 4.77954
C 0.93129 2.23378 3.63289
C 2.41135 2.60231 3.82080
N 0.10707 3.45443 3.54122
H 0.59381 1.30563 7.99720
H 1.28450 0.04629 6.89411
H -0.48063 0.48674 7.14448
H 0.49438 0.29945 4.54101
H -0.71827 1.44078 4.81012
H 0.85829 1.72548 2.66850
H 3.08721 1.75689 3.67995
H 2.68394 2.93949 4.82525
H 2.69954 3.46503 3.21712
H 0.57808 4.06256 2.87722
H 0.21434 3.87558 4.46204
C 2.54139 6.12633 -0.33277
O 3.34937 5.08995 0.13856
C 2.91769 3.84332 -0.37045
C 4.08715 2.85774 -0.12529
C 5.35300 3.20971 -0.91428
N 3.69261 1.47582 -0.48192
H 1.47928 5.86956 -0.35445
H 2.85379 6.45770 -1.33107
H 2.63584 7.03201 0.27306
H 1.89298 3.56766 -0.09014
H 2.76493 3.87205 -1.46093
H 4.18694 2.92142 0.96097
H 5.34527 2.79028 -1.92094
H 6.22995 2.86092 -0.36817
H 5.54262 4.27435 -1.06610
H 3.66818 1.41235 -1.49619
H 2.69727 1.37684 -0.29045
N -1.38057 0.62909 0.57797
C -0.59100 0.06491 -0.37057
N -1.23195 -0.91572 -1.02316
O 0.57307 0.42651 -0.58415
H -2.27285 0.17076 0.68997
H -1.18927 1.39657 1.19160
H -2.24212 -0.92152 -1.08649
H -0.78393 -1.32671 -1.82667
N -0.90042 3.18027 -0.50359
C -0.65402 4.19913 -1.35757
N -1.25899 5.37753 -0.98561
O -0.03952 4.07200 -2.41080
H -0.30157 2.37054 -0.60133
H -1.41358 3.37329 0.34422
H -1.31675 6.17902 -1.58176
H -1.83273 5.25226 -0.16747
N -5.25915 0.56186 1.96310
C -4.81009 -0.46891 2.71116
N -4.23859 -1.46877 1.96979
O -4.87916 -0.46574 3.93602
H -5.15315 0.51041 0.96416
H -5.99543 1.13604 2.33134
H -4.19673 -1.33167 0.97032
H -3.90669 -2.29118 2.43593
N -5.28945 0.14099 -2.54784
C -4.41842 0.27343 -1.54656
N -3.97871 1.53294 -1.29188
O -4.10371 -0.74150 -0.87862
H -5.56644 0.97071 -3.04341
H -5.63607 -0.77008 -2.78806
H -3.77815 2.02042 -2.15248
H -3.36553 1.66613 -0.50100
N -4.55525 4.77382 2.58675
C -3.38265 4.13036 2.29347
N -2.71129 3.81424 3.43167
O -3.09860 3.68435 1.17935
H -5.19479 4.88900 1.82019
H -4.69342 4.94341 3.56063
H -1.79080 3.38288 3.26868
H -2.69828 4.45795 4.20374
*
```

Löwdin atomic charge list, values in e, 2 entries: -0.10, -0.21



No. 3
A cluster of 15 separate species, C29H87N17O21 in total at a distorted geometry. Source: OMol25; level of theory: ωB97M-V/def2-TZVPD.

Results
- highest occupied orbital energy (eV) = -8.7642
- strongest force on any atom (eV Å⁻¹) = 9.4
- total energy (eV) = -99806.456
- E_LUMO (hartree) = -0.004

Structure (ORCA input):
```
! wB97M-V def2-TZVPD RIJCOSX def2/J DEFGRID3
* xyz 0 1
C 6.12082 2.00173 9.31269
C 4.63463 1.64027 9.02746
O 3.87459 2.80807 8.81573
O 6.02099 2.69202 10.56435
H 6.44465 2.51271 8.40598
H 6.79562 1.16373 9.48731
H 4.03042 1.11988 9.77058
H 4.52051 1.18001 8.04601
H 4.32863 3.60891 8.54354
H 6.94523 2.56329 10.78972
C 3.09989 6.10400 -7.15034
C 3.91470 6.91533 -8.23025
O 3.35412 6.80685 -9.56306
O 2.67996 4.86802 -7.72632
H 2.21623 6.61016 -6.76170
H 3.74332 5.93445 -6.28699
H 4.86281 6.38945 -8.34271
H 4.14094 7.96665 -8.05237
H 3.34706 5.87086 -9.77625
H 3.46471 4.31915 -7.79342
C -6.99561 0.25251 -6.75193
C -6.88393 -0.97773 -5.81123
O -7.91883 -0.80909 -4.92226
O -7.17624 1.58274 -6.03850
H -7.77816 0.09409 -7.49397
H -6.03548 0.33864 -7.26067
H -5.95355 -1.01246 -5.24442
H -6.97047 -1.89227 -6.39794
H -7.94642 -1.56296 -4.32853
H -8.08152 1.89240 -6.11709
C 9.22476 -3.94038 1.72147
C 10.47366 -4.69580 1.66041
O 10.39518 -5.74292 0.67133
O 8.01447 -4.56544 1.57396
H 9.38492 -3.20426 0.93370
H 9.17204 -3.22204 2.53958
H 10.53227 -5.27478 2.58206
H 11.37836 -4.09566 1.56320
H 11.05492 -6.39498 0.91865
H 7.89295 -4.73482 0.63686
C -4.17835 9.74197 2.25759
C -5.01294 10.82635 1.52582
O -6.23897 10.34785 0.86596
O -4.63670 9.44262 3.58152
H -3.14500 10.04944 2.41801
H -4.24791 8.80483 1.70530
H -4.32745 11.38383 0.88754
H -5.31357 11.59238 2.24062
H -6.97452 10.28325 1.47946
H -5.22580 8.68900 3.66278
C 4.35679 6.12858 -0.29772
C 5.65432 5.29969 -0.11792
O 6.19409 5.00886 -1.37038
O 3.82610 6.39125 0.95240
H 3.57000 5.73164 -0.93921
H 4.50501 7.08322 -0.80251
H 5.34463 4.37102 0.36141
H 6.28368 5.87761 0.55885
H 5.59800 4.35346 -1.74016
H 3.43852 5.56599 1.25297
C -2.58978 4.44862 8.80418
O -3.77884 4.63615 8.97225
N -1.73603 3.97918 9.67327
N -2.08708 4.90661 7.67121
H -1.88816 4.10462 10.66384
H -0.80105 4.12382 9.31977
H -1.11269 4.69953 7.50459
H -2.71091 5.19040 6.92933
C -9.68614 -3.11064 1.29912
O -10.24926 -3.69498 0.44529
N -8.39168 -3.18863 1.62604
N -10.27246 -2.33982 2.15668
H -8.03880 -2.73097 2.45436
H -7.82341 -3.92120 1.22539
H -9.71509 -2.06757 2.95374
H -11.16961 -1.99735 1.84371
C 7.48576 -3.98433 -4.05469
O 6.35433 -3.72243 -4.45103
N 7.77538 -5.12093 -3.51234
N 8.53055 -3.17784 -4.29293
H 8.60695 -5.24920 -2.95365
H 7.08782 -5.83972 -3.33715
H 8.32160 -2.19505 -4.39571
H 9.34027 -3.44929 -3.75369
C 2.86450 -9.33206 3.73447
O 2.88866 -10.53239 3.64561
N 1.92099 -8.61889 4.26261
N 3.82724 -8.64084 3.29734
H 1.26366 -9.12264 4.84075
H 2.09510 -7.62403 4.25712
H 4.55964 -9.13257 2.80554
H 3.85525 -7.63123 3.29346
C -7.21599 -8.46346 -2.38408
O -7.06782 -7.98752 -1.34081
N -8.29893 -8.07921 -3.11706
N -6.71282 -9.56239 -2.82394
H -8.86397 -7.33436 -2.73493
H -8.51692 -8.79593 -3.79449
H -6.00704 -10.08757 -2.32779
H -7.04326 -9.89004 -3.72035
C 0.26307 -4.73004 8.01764
O 0.85795 -4.34661 7.02091
N -1.01497 -4.84665 8.15747
N 0.75955 -5.07928 9.10687
H -1.59219 -5.14853 7.38559
H -1.36104 -5.10139 9.07149
H 1.76193 -5.11933 9.22395
H 0.19411 -5.21235 9.93310
C 0.30664 -2.64797 -9.90020
O 0.48338 -3.08832 -10.99241
N -0.72183 -1.91468 -9.62008
N 1.17617 -2.94882 -8.90540
H -1.42713 -1.67124 -10.30082
H -0.79589 -1.48821 -8.70753
H 0.86194 -2.86934 -7.94883
H 2.05502 -3.42143 -9.06153
C -3.57300 6.74303 -5.08199
O -3.01588 7.79162 -5.04331
N -3.26631 5.60695 -5.61220
N -4.73102 6.55954 -4.62182
H -2.44214 5.55759 -6.19394
H -3.75593 4.77571 -5.31319
H -5.10008 7.23578 -3.96867
H -5.10042 5.61956 -4.61216
C -1.68195 -3.14058 -0.82264
C -0.75205 -1.89595 -0.37630
C -0.44008 -1.20354 -1.78095
C 0.14213 0.24163 -1.66094
C -0.73728 1.00460 -0.62440
C -0.92468 0.30845 0.73797
N -1.51997 -0.99141 0.55939
O -1.86151 -1.66152 1.69360
C 0.34266 0.32992 1.63138
C -2.05452 1.19107 1.48777
C 0.55901 -2.40799 0.09785
H -2.66602 -2.67511 -0.87800
H -1.62010 -3.77881 0.05880
H -1.41791 -3.58932 -1.78025
H 0.28854 -1.79408 -2.33634
H -1.26899 -1.27076 -2.48558
H 0.13423 0.75374 -2.62310
H 1.20121 0.07546 -1.46375
H -1.65882 1.11479 -1.19599
H -0.33942 2.01280 -0.50888
H 0.11294 -0.38802 2.41872
H 1.27362 0.01403 1.16062
H 0.58687 1.28341 2.09971
H -2.32470 0.73949 2.44232
H -1.65624 2.20550 1.50748
H -2.99266 1.35074 0.95626
H 0.67282 -3.48639 -0.01250
H 0.64649 -2.39892 1.18430
H 1.42070 -2.02411 -0.44825
H -1.07923 -1.72176 2.24679
*
```

Löwdin atomic charge list, values in e, 2 entries: -0.22, -0.24



Which of these has the lowest E_LUMO? C29H87N17O21